{"formula": "CH9NO3", "method": "ωB97M-V/def2-TZVPD", "homo_lumo_gap_ev": 11.44, "smiles": "C=N.O.O.O", "multiplicity": 1, "charge": 0, "e_homo_ev": -10.888, "lumo_energy_ev": 0.55, "elements": ["O", "O", "O", "N", "C", "H", "H", "H", "H", "H", "H", "H", "H", "H"], "positions_angstrom": [[-0.959, 0.142, 1.453], [2.244, 0.741, 1.733], [-0.956, -3.521, 0.477], [0.266, 1.190, -1.344], [-0.584, 1.600, -2.187], [-1.559, 1.984, -1.909], [2.572, -0.065, 2.191], [1.458, 0.258, 1.424], [-0.578, 0.440, 0.633], [-1.416, 0.932, 1.720], [-0.309, 1.507, -3.239], [-0.111, -3.432, 0.049], [1.117, 0.874, -1.784], [-1.185, -2.651, 0.783]]}


{"formula": "C6H9NO", "method": "ωB97M-V/def2-TZVPD", "homo_lumo_gap_ev": 9.99, "smiles": "C1O[C@H]2CN[C@@H]3[C@H]1[C@@H]32", "multiplicity": 1, "charge": 0, "e_homo_ev": -8.913, "lumo_energy_ev": 1.08, "elements": ["O", "N", "C", "C", "C", "C", "C", "C", "H", "H", "H", "H", "H", "H", "H", "H", "H"], "positions_angstrom": [[1.376, -1.301, 0.070], [-1.893, 0.113, -0.394], [-0.709, 1.093, -0.039], [0.861, 1.096, -0.037], [0.122, -0.864, 0.046], [0.052, 0.420, 0.925], [-1.289, -1.245, 0.134], [2.026, -0.021, -0.347], [-1.303, 1.923, 0.083], [1.099, 2.072, -0.088], [-1.607, -1.506, 1.126], [-1.661, -2.172, -0.381], [0.206, -0.376, -0.943], [2.369, 0.087, -1.382], [2.789, 0.025, 0.586], [-0.301, 0.533, 1.982], [-2.136, 0.124, -1.342]]}


{"formula": "C47H54Cl3IN6O4PSV", "method": "ωB97M-V/def2-TZVPD", "homo_lumo_gap_ev": [6.04, 5.88], "multiplicity": 2, "charge": 1, "e_homo_ev": [-9.518, -9.596], "lumo_energy_ev": [-3.48, -3.72], "elements": ["I", "V", "Cl", "Cl", "Cl", "S", "P", "O", "O", "O", "O", "N", "N", "N", "N", "N", "N", "C", "C", "C", "C", "C", "C", "C", "C", "C", "C", "C", "C", "C", "C", "C", "C", "C", "C", "C", "C", "C", "C", "C", "C", "C", "C", "C", "C", "C", "C", "C", "C", "C", "C", "C", "C", "C", "C", "C", "C", "C", "C", "C", "C", "C", "C", "C", "H", "H", "H", "H", "H", "H", "H", "H", "H", "H", "H", "H", "H", "H", "H", "H", "H", "H", "H", "H", "H", "H", "H", "H", "H", "H", "H", "H", "H", "H", "H", "H", "H", "H", "H", "H", "H", "H", "H", "H", "H", "H", "H", "H", "H", "H", "H", "H", "H", "H", "H", "H", "H", "H"], "positions_angstrom": [[3.365, 0.329, 5.464], [0.851, -0.287, 0.814], [4.311, -2.630, 3.256], [5.554, -1.426, 0.894], [-1.908, 1.899, 6.698], [3.396, -1.442, -0.809], [-0.843, 0.314, -0.827], [2.401, -1.441, 1.041], [2.657, -3.512, 0.119], [1.723, -0.044, 2.537], [-3.286, -5.275, 3.443], [0.905, 1.708, 0.792], [4.025, 1.518, -1.191], [-0.694, 0.366, 1.916], [2.543, -0.125, -0.260], [-1.668, -6.666, 2.747], [-0.107, -1.958, 1.474], [-0.369, 0.619, 3.184], [0.059, 2.607, 1.334], [0.474, 1.098, 5.787], [-0.192, -4.353, 1.756], [1.361, 0.633, 4.810], [6.975, 0.282, -3.071], [-1.956, 4.342, -1.180], [-0.853, 1.323, 5.448], [-2.797, 2.061, 0.190], [2.224, 3.541, -0.038], [-2.284, -1.620, 0.605], [1.665, 0.086, -4.772], [6.049, 1.143, -2.478], [-4.637, -2.273, -0.060], [4.421, -2.681, 1.472], [-4.447, -1.181, -1.113], [3.029, -2.519, 0.822], [2.370, 0.579, -3.508], [0.422, -3.189, 1.324], [4.943, 0.637, -1.778], [2.906, 1.105, -0.483], [4.776, -0.746, -1.681], [0.228, 3.975, 1.234], [-1.975, 1.757, -1.073], [-3.336, -2.723, 0.603], [-2.966, 1.021, 2.366], [-1.433, -4.245, 2.385], [5.707, -1.607, -2.278], [-2.198, -5.416, 2.896], [-2.001, -2.979, 2.552], [-1.900, -1.215, -0.832], [-1.307, -1.878, 2.085], [1.982, 2.177, 0.109], [1.407, 0.977, -2.384], [-0.625, 0.227, -3.709], [1.331, 4.448, 0.535], [-3.462, 4.141, -1.143], [-1.967, 0.566, 1.529], [0.256, 0.646, -4.891], [-3.090, -1.259, -1.805], [0.967, 0.378, 3.474], [6.804, -1.095, -2.971], [0.143, 0.106, -2.385], [-3.861, 3.134, -0.066], [-1.205, 3.037, -1.471], [-1.304, 1.089, 4.137], [-2.630, 1.285, 3.687], [4.855, -3.649, 1.207], [-0.786, 2.180, 1.869], [0.817, 1.280, 6.799], [-2.161, 0.340, 0.485], [7.521, -1.771, -3.430], [7.828, 0.686, -3.610], [-1.625, 4.742, -0.213], [-0.986, 3.000, -2.545], [-5.249, -1.253, -1.857], [-4.065, 3.657, 0.876], [4.233, 2.494, -1.309], [-3.039, -0.493, -2.580], [-3.803, 3.784, -2.123], [-2.128, 2.403, 0.992], [-1.692, 5.094, -1.932], [-1.210, -1.999, -1.176], [-1.392, -1.974, 1.138], [-2.940, -3.596, 0.069], [3.004, 1.441, -3.749], [1.615, -1.010, -4.756], [0.307, -5.298, 1.593], [1.389, -3.217, 0.828], [-0.235, 3.097, -0.961], [-2.664, -0.772, 1.184], [-1.457, 0.934, -3.655], [-3.975, 1.164, 2.000], [-5.333, -1.905, 0.703], [-2.219, -7.435, 3.108], [0.561, -1.270, -0.608], [-0.786, -6.885, 2.314], [-2.965, -2.852, 3.036], [-1.075, -0.748, -3.940], [-3.052, -2.216, -2.344], [-4.804, 2.658, -0.362], [-0.484, 4.655, 1.690], [1.495, 5.517, 0.436], [-0.206, 0.313, -5.828], [6.202, 2.215, -2.569], [-3.301, 1.176, 0.583], [-1.710, -0.875, 2.193], [5.581, -2.685, -2.204], [1.940, 0.914, -1.427], [3.074, 3.933, -0.577], [-3.972, 5.094, -0.964], [0.304, 1.741, -4.939], [3.048, -0.208, -3.154], [-5.120, -3.146, -0.514], [-3.542, -3.054, 1.627], [2.258, 0.357, -5.653], [-3.400, 1.643, 4.363], [-4.562, -0.200, -0.642], [1.145, 2.033, -2.517], [0.508, -0.930, -2.327], [-2.678, 1.527, -1.880]]}


{"formula": "C4H12", "method": "ωB97M-V/def2-TZVPD", "homo_lumo_gap_ev": [2.68, 11.44], "multiplicity": 2, "charge": -1, "e_homo_ev": [1.550, -7.093], "lumo_energy_ev": [4.23, 4.34], "elements": ["C", "C", "C", "C", "H", "H", "H", "H", "H", "H", "H", "H", "H", "H", "H", "H"], "positions_angstrom": [[0.337, -1.439, 1.413], [1.361, -0.503, 2.174], [-1.153, 1.553, -2.180], [-0.641, 0.250, -1.547], [-1.708, 2.185, -1.465], [-1.602, 1.494, -3.159], [0.860, 0.433, 2.448], [0.896, -2.073, 0.719], [-0.891, 0.364, -0.490], [2.244, -0.261, 1.593], [1.589, -0.956, 3.147], [-1.053, -0.637, -2.014], [0.445, 0.184, -1.627], [-0.380, 2.333, -2.199], [0.095, -2.124, 2.226], [-0.399, -0.802, 0.960]]}


{"formula": "C3H8ClOY", "method": "ωB97M-V/def2-TZVPD", "homo_lumo_gap_ev": 2.25, "multiplicity": 1, "charge": 2, "e_homo_ev": -14.912, "lumo_energy_ev": -12.66, "elements": ["Y", "Cl", "O", "C", "C", "C", "H", "H", "H", "H", "H", "H", "H", "H"], "positions_angstrom": [[-2.175, -0.529, 5.802], [-1.656, -0.405, 3.115], [-0.572, -1.067, 0.063], [-0.156, 0.068, -0.688], [0.315, -0.421, -2.061], [0.953, 0.798, 0.071], [1.006, -1.255, -2.012], [1.438, 1.514, -0.598], [-0.568, -0.713, -2.633], [0.600, 1.364, 0.942], [1.768, 0.179, 0.456], [-0.712, -0.801, 0.980], [0.710, 0.464, -2.560], [-0.950, 0.803, -0.877]]}


{"formula": "C48H49Br2N7O16Sr", "method": "ωB97M-V/def2-TZVPD", "homo_lumo_gap_ev": 6.16, "multiplicity": 1, "charge": 0, "e_homo_ev": -7.747, "lumo_energy_ev": -1.59, "elements": ["Sr", "Br", "Br", "O", "O", "O", "O", "O", "O", "O", "O", "O", "O", "O", "O", "O", "O", "O", "O", "N", "N", "N", "N", "N", "N", "N", "C", "C", "C", "C", "C", "C", "C", "C", "C", "C", "C", "C", "C", "C", "C", "C", "C", "C", "C", "C", "C", "C", "C", "C", "C", "C", "C", "C", "C", "C", "C", "C", "C", "C", "C", "C", "C", "C", "C", "C", "C", "C", "C", "C", "C", "C", "C", "C", "H", "H", "H", "H", "H", "H", "H", "H", "H", "H", "H", "H", "H", "H", "H", "H", "H", "H", "H", "H", "H", "H", "H", "H", "H", "H", "H", "H", "H", "H", "H", "H", "H", "H", "H", "H", "H", "H", "H", "H", "H", "H", "H", "H", "H", "H", "H", "H", "H"], "positions_angstrom": [[17.736, 2.246, -13.831], [21.044, 7.829, -18.155], [23.592, 6.184, -16.232], [20.128, 3.697, -13.289], [15.604, 1.465, -15.441], [22.913, 7.423, -21.468], [17.955, 3.548, -11.640], [21.685, 4.022, -11.797], [18.422, 3.703, -9.535], [19.266, 10.716, -19.838], [11.713, 11.497, -12.991], [19.577, 12.035, -12.249], [19.617, 13.683, -13.634], [18.954, 10.399, -17.760], [17.098, 4.585, -14.618], [13.830, 2.532, -16.086], [19.209, 0.792, -15.310], [21.513, 9.042, -21.571], [12.711, 10.780, -11.221], [12.362, 10.670, -12.424], [19.173, 12.585, -13.266], [18.592, 10.261, -18.926], [14.938, 1.932, -16.349], [20.958, 4.465, -12.710], [18.189, 4.202, -10.616], [21.782, 7.845, -21.584], [15.282, 9.415, -20.517], [19.550, 7.047, -21.085], [15.531, 2.011, -17.712], [16.501, 1.960, -20.282], [15.377, 2.726, -20.002], [15.527, 8.129, -18.557], [16.757, 1.320, -17.963], [20.131, 0.785, -16.376], [12.308, 9.180, -14.446], [17.287, 9.616, -19.161], [19.398, 7.704, -9.963], [22.252, 5.188, -17.318], [13.801, 7.316, -13.182], [17.535, 6.371, -11.607], [18.874, 4.818, -21.835], [13.523, 8.495, -12.491], [16.517, 9.958, -20.254], [21.023, 5.572, -22.429], [20.091, 6.486, -14.022], [18.609, 5.962, -21.161], [20.779, 6.779, -21.688], [16.348, 12.144, -15.799], [21.940, 6.104, -18.602], [20.074, 7.817, -14.277], [17.407, 12.669, -15.041], [21.924, 6.784, -12.441], [16.766, 8.715, -18.310], [21.077, 8.641, -13.779], [16.655, 9.984, -14.682], [14.769, 8.487, -19.642], [17.634, 7.734, -11.723], [17.727, 10.580, -13.973], [20.981, 5.952, -13.077], [14.848, 2.732, -18.739], [20.783, 2.077, -16.672], [18.616, 8.368, -10.908], [22.032, 8.091, -12.918], [18.067, 11.918, -14.055], [12.743, 9.453, -13.147], [18.325, 5.655, -10.727], [20.092, 4.528, -22.469], [16.666, 5.234, -15.806], [16.009, 10.771, -15.631], [19.195, 6.347, -9.794], [17.537, 4.893, -17.068], [17.214, 1.302, -19.294], [13.433, 7.056, -14.458], [12.731, 8.042, -15.101], [17.652, 6.060, -20.669], [17.325, 8.337, -17.467], [15.186, 7.313, -17.937], [20.887, 0.011, -16.247], [19.822, 5.782, -9.121], [15.720, 12.707, -16.474], [18.667, 9.446, -10.936], [16.525, 6.312, -15.728], [22.740, 6.442, -11.823], [13.751, 6.127, -14.908], [20.116, 8.201, -9.328], [15.217, 10.432, -16.282], [18.204, 9.938, -13.247], [15.618, 4.977, -15.956], [19.337, 7.942, -20.520], [18.048, 4.125, -21.777], [16.870, 8.256, -12.280], [21.438, 2.439, -15.879], [15.012, 3.164, -20.919], [17.326, 0.816, -17.195], [19.581, 0.479, -17.267], [21.328, 5.501, -19.274], [21.387, 5.025, -16.674], [12.352, 7.916, -16.105], [11.599, 9.821, -14.949], [16.898, 5.864, -12.317], [21.136, 9.694, -14.010], [13.800, 8.020, -19.740], [16.821, 2.033, -21.311], [21.267, 2.073, -17.649], [22.850, 6.402, -19.122], [14.668, 9.731, -21.347], [14.217, 6.557, -12.537], [16.998, 10.601, -20.976], [17.121, 5.305, -17.987], [17.863, 13.625, -15.253], [22.610, 4.171, -17.478], [20.395, 3.589, -22.909], [21.981, 5.450, -22.912], [18.188, 0.850, -19.412], [17.534, 3.807, -17.159], [18.566, 5.252, -17.076], [13.918, 3.265, -18.611], [22.803, 8.732, -12.515], [19.392, 5.780, -14.445], [16.341, 8.958, -14.562], [19.358, 8.186, -14.996], [13.909, 8.516, -11.483], [20.025, 2.844, -16.827]]}


{"formula": "C5H8NS", "method": "ωB97M-V/def2-TZVPD", "homo_lumo_gap_ev": [6.50, 6.51], "multiplicity": 1, "charge": 1, "e_homo_ev": [-12.499, -12.506], "lumo_energy_ev": [-6.00, -5.99], "elements": ["S", "N", "C", "C", "C", "C", "C", "H", "H", "H", "H", "H", "H", "H", "H"], "positions_angstrom": [[0.758, 1.960, 0.928], [0.973, -1.400, -0.133], [0.907, -1.044, -1.295], [-0.939, 0.677, -0.746], [1.185, -1.764, 1.065], [-0.371, 0.739, 0.519], [0.133, 0.015, -1.880], [-0.539, -0.121, 1.160], [0.807, -2.678, 1.539], [1.953, -1.233, 1.514], [0.624, 0.899, -2.287], [-1.678, -0.195, -0.793], [1.334, 1.681, 2.168], [-1.156, 1.645, -1.182], [-0.592, -0.399, -2.605]]}


{"formula": "C4H26N2O9", "method": "ωB97M-V/def2-TZVPD", "homo_lumo_gap_ev": 9.03, "smiles": "CNCCNC=O.O.O.O.O.O.O.O.O", "multiplicity": 1, "charge": 0, "e_homo_ev": -8.966, "lumo_energy_ev": 0.06, "elements": ["O", "O", "O", "O", "O", "O", "O", "O", "O", "N", "N", "C", "C", "C", "C", "H", "H", "H", "H", "H", "H", "H", "H", "H", "H", "H", "H", "H", "H", "H", "H", "H", "H", "H", "H", "H", "H", "H", "H", "H", "H"], "positions_angstrom": [[-0.469, -1.919, 2.311], [3.593, 0.768, 2.105], [1.976, 4.330, 1.112], [-0.284, -1.315, -3.825], [1.932, 2.769, 3.482], [-3.894, -1.919, -1.135], [1.133, -2.235, -1.282], [1.760, -0.668, 3.292], [-2.877, -1.618, -3.441], [-0.547, 0.865, -1.218], [-1.797, -1.084, 0.767], [-0.125, 0.710, 0.161], [-1.417, 0.361, 0.956], [0.439, 1.606, -1.983], [-1.437, -2.081, 1.561], [2.672, 2.801, 2.911], [0.043, 1.819, -2.969], [-3.531, -1.932, -1.972], [0.869, -1.928, -0.410], [1.583, 4.000, 0.200], [0.345, 1.737, 0.573], [1.243, -1.323, 2.860], [1.916, -2.871, -1.349], [-4.584, -1.179, -1.051], [3.222, 0.003, 1.795], [0.972, 2.335, -1.467], [0.342, -1.173, -4.492], [1.639, 1.845, 3.669], [1.445, 1.036, -2.277], [1.339, -0.407, 4.171], [-2.208, 0.943, 0.361], [0.581, -0.054, 0.372], [-1.530, 0.671, 1.979], [-2.736, -1.323, 0.285], [0.088, -1.686, -3.116], [-2.236, -2.373, -3.687], [3.910, 0.535, 2.954], [-2.302, -0.848, -3.693], [1.818, 3.625, 1.676], [-0.793, 0.141, -1.814], [-2.091, -2.963, 1.626]]}


Look up the multiplicity of the seventh one. 1


Please write out number 1 again, unchanged.
{"formula": "CH9NO3", "method": "ωB97M-V/def2-TZVPD", "homo_lumo_gap_ev": 11.44, "smiles": "C=N.O.O.O", "multiplicity": 1, "charge": 0, "e_homo_ev": -10.888, "lumo_energy_ev": 0.55, "elements": ["O", "O", "O", "N", "C", "H", "H", "H", "H", "H", "H", "H", "H", "H"], "positions_angstrom": [[-0.959, 0.142, 1.453], [2.244, 0.741, 1.733], [-0.956, -3.521, 0.477], [0.266, 1.190, -1.344], [-0.584, 1.600, -2.187], [-1.559, 1.984, -1.909], [2.572, -0.065, 2.191], [1.458, 0.258, 1.424], [-0.578, 0.440, 0.633], [-1.416, 0.932, 1.720], [-0.309, 1.507, -3.239], [-0.111, -3.432, 0.049], [1.117, 0.874, -1.784], [-1.185, -2.651, 0.783]]}